# C21H29BFNO7PS

The ion C21H29BFNO7PS with charge +1 at a distorted geometry (ωB97M-V with the def2-TZVPD basis set, the Open Molecules 2025 dataset).

```
62
Properties=species:S:1:pos:R:3:forces:R:3:nbo_charge:R:1
C 6.208879 -3.954137 0.475498 0.1 -0.8 0.2 -0.287
O 6.115073 -2.501530 0.119818 -1.3 -1.2 2.4 -0.571
C 5.412793 -1.794182 1.238337 0.4 0.6 -0.5 -0.082
C 5.001858 -0.260882 0.713497 0.1 -0.7 0.3 -0.448
C 3.393269 0.054847 0.838953 1.2 1.5 1.3 -0.094
O 2.556318 -0.947310 0.161165 -3.4 0.9 1.6 -0.528
C 1.162839 -0.861127 0.625036 -2.1 -3.7 3.8 0.758
O 0.579098 -1.708941 1.506315 4.2 5.8 -6.2 -0.478
C 0.170829 0.330057 0.029364 -1.7 2.0 -2.0 0.018
C -0.427975 1.563190 0.987473 -0.9 -0.1 -3.5 0.091
C -0.059771 1.671204 2.587136 0.1 -0.6 0.3 -0.479
C -1.355598 1.698210 3.591585 -0.8 -0.6 0.9 -0.456
C -2.387047 0.434481 3.432675 -2.8 -3.8 0.2 -0.043
C -3.289906 0.086450 2.091502 -0.5 -2.3 2.6 -0.246
C -4.335676 -1.213112 1.990152 2.0 0.6 3.5 -0.223
C -4.539471 -2.228800 3.271426 3.0 4.2 -0.3 -0.224
C -3.673473 -1.892201 4.631312 0.1 1.9 -3.1 -0.210
C -2.613599 -0.603743 4.724330 -2.2 -1.0 -3.3 -0.218
C -1.411374 2.649899 0.190192 2.6 -3.3 -1.3 -0.018
S -2.166038 4.155812 1.074505 -6.3 3.3 -0.6 2.110
O -2.475047 5.337694 0.125199 2.7 -4.6 3.1 -0.780
O -3.505730 3.669402 1.677344 6.0 1.0 -1.3 -0.762
F -1.027675 4.712100 2.277976 -2.2 -1.8 -2.8 -0.444
N -1.783996 2.515867 -1.289319 2.9 -2.7 2.1 -0.493
C -1.251340 1.359544 -2.157657 1.1 -0.1 3.7 -0.055
B -1.767609 1.333322 -3.719305 -0.7 0.9 -3.2 1.145
O -2.420304 0.161630 -4.391399 0.2 2.5 3.7 -0.895
O -1.567338 2.607380 -4.496925 -1.6 -4.1 1.9 -0.714
C -2.561923 2.722466 -5.574658 -0.8 1.4 -1.6 -0.287
C -0.230118 0.209488 -1.589969 -2.5 3.7 2.9 -0.262
P 0.529457 -1.230273 -2.587760 1.3 -0.1 0.8 0.771
C -0.601763 -2.766834 -2.661798 -0.6 -0.9 0.6 -0.924
C 1.173278 -0.693388 -4.303207 -0.8 0.4 -1.6 -0.944
H 7.291993 -4.353905 0.278504 -2.0 1.0 0.3 0.206
H 5.474254 -4.610043 -0.184330 1.4 1.6 1.4 0.193
H 5.967867 -4.148337 1.625260 0.5 0.5 -2.5 0.186
H 6.208413 -1.704733 2.121407 -2.0 -0.2 -1.7 0.193
H 4.442779 -2.387025 1.558922 2.0 1.2 -0.6 0.192
H 5.549381 0.477575 1.450512 -1.3 -1.2 -1.6 0.233
H 5.406315 -0.079762 -0.385180 -1.0 -0.5 2.4 0.249
H 3.091204 0.035462 1.984311 0.7 0.1 -2.3 0.188
H 3.214231 1.151079 0.404513 0.2 -2.4 0.8 0.193
H 0.614173 2.591774 2.869486 -1.4 -1.6 -1.1 0.275
H 0.577058 0.706552 2.874994 -1.5 2.0 -0.9 0.271
H -1.973705 2.705736 3.567183 1.4 -2.1 -0.2 0.253
H -0.918724 1.631959 4.700782 -0.9 0.1 -2.5 0.257
H -3.230892 0.756191 1.131616 -0.1 -1.3 2.2 0.205
H -4.964162 -1.396733 0.993190 1.6 0.6 2.5 0.235
H -5.304372 -3.107441 3.156569 1.8 1.9 0.5 0.250
H -3.847842 -2.612363 5.557048 0.6 1.9 -2.1 0.246
H -2.043600 -0.476769 5.749080 -1.2 -0.1 -2.4 0.240
H -2.419418 3.247211 -1.728998 1.2 -1.1 0.8 0.482
H -3.064077 -0.283704 -3.734837 1.7 0.8 -1.5 0.511
H -2.493371 3.830072 -6.013845 0.0 -2.4 1.2 0.218
H -3.633005 2.604796 -5.117907 2.0 0.0 -1.1 0.190
H -2.363991 2.010987 -6.491485 -0.4 1.2 2.2 0.216
H -0.409522 -3.374920 -1.652541 -0.4 1.5 -2.2 0.274
H -1.748481 -2.541321 -2.728008 2.2 -0.6 -0.2 0.240
H -0.196314 -3.468012 -3.524303 -1.0 1.7 1.6 0.277
H 0.297038 -0.682036 -5.085037 1.7 0.0 1.3 0.243
H 1.677983 0.388034 -4.314143 -1.0 -2.5 0.3 0.273
H 1.947865 -1.526908 -4.651555 -1.6 1.9 1.0 0.282
```
Positions in Å, forces in eV/Å.

Spin multiplicity ... 1
HOMO energy ... -10.714 eV
E_LUMO ... -5.84 eV
Net charge ... +1
Structure (SMILES) ... COCCCOC(=O)c1c(CCc2ccccc2)c(S(=O)(=O)F)[nH+]c(B(O)OC)c1P(C)C
Electronic energy ... -2262.23414 Ha
Strongest force on any atom ... 9.46 eV Å⁻¹